#w
Below is a 3-piece molecular cluster, C4H5NO2 overall, with properties calculated with ωB97M-V/def2-TZVPD.

spin multiplicity = 1
LUMO (spin up / spin down) = -2.00 / -2.01 eV

Geometry as XYZ:
```
12
Properties=species:S:1:pos:R:3:lowdin_charge:R:1
O -2.230 1.202 0.623 0.060
C -1.123 0.790 0.364 -0.524
N -0.509 0.691 -0.863 0.099
C 0.833 0.257 -1.041 -0.210
C 1.002 -0.087 0.449 -0.151
O 1.121 0.869 1.297 0.162
C -0.143 0.106 1.314 -0.067
H -1.065 -1.462 -1.013 0.163
H 1.530 1.038 -1.302 0.120
H 0.979 -0.570 -1.752 0.087
H -0.027 -2.384 -0.294 0.110
H -0.367 -0.450 2.217 0.153
```

#x
Below is a single C4H5NO2 molecule, with properties calculated with ωB97M-V/def2-TZVPD.

structure (SMILES) = Cc1coc(O)n1
spin multiplicity = 1
LUMO = 0.78 eV

Geometry as XYZ:
```
12
Properties=species:S:1:pos:R:3:lowdin_charge:R:1
C 1.891 0.283 -0.315 -0.039
C 0.424 0.025 -0.203 -0.327
C -0.458 -0.294 -1.171 -0.048
O -1.707 -0.418 -0.592 0.101
C -1.478 -0.157 0.693 -0.498
O -2.558 -0.193 1.470 0.141
N -0.257 0.107 1.018 0.178
H 2.186 1.084 0.368 0.079
H 2.480 -0.605 -0.063 0.079
H 2.152 0.585 -1.334 0.078
H -0.406 -0.461 -2.235 0.125
H -2.271 0.044 2.363 0.131
```

Which one is most stable, and which one is least stable? #x is the most stable of them, while #w is the least stable.

#w
Below is a 2-piece molecular cluster, C2H8NO2 overall, with properties calculated with ωB97M-V/def2-TZVPD.

spin multiplicity = 1
LUMO = -3.34 eV
charge = +1

Geometry as XYZ:
```
13
Properties=species:S:1:pos:R:3:lowdin_charge:R:1
C 1.568 -0.360 0.639 0.045
N 1.044 -0.196 -0.902 0.094
H 0.989 0.445 1.209 0.102
H 2.599 -0.049 0.704 0.088
H 1.332 -1.321 0.810 0.044
H -0.083 -0.260 -1.092 0.116
H 0.999 0.861 -1.119 0.174
H 1.830 -0.591 -1.418 0.139
O -1.617 -0.406 -1.084 0.080
C -2.090 0.249 -0.175 -0.261
O -1.437 0.437 0.986 0.110
H -3.044 0.720 -0.220 0.153
H -2.090 0.471 1.662 0.115
```

#x
Below is an isolated ion of composition C2H8NO2 and charge +1, with properties calculated with ωB97M-V/def2-TZVPD.

structure (SMILES) = C[NH2+]COO
spin multiplicity = 1
LUMO = -3.81 eV
charge = +1

Geometry as XYZ:
```
13
Properties=species:S:1:pos:R:3:lowdin_charge:R:1
C 1.721 -0.165 0.066 -0.003
N 0.311 -0.218 0.548 0.001
C -0.446 0.731 -0.306 -0.022
O -1.977 0.487 0.286 -0.140
O -2.242 -0.867 -0.062 -0.054
H 2.357 0.743 0.442 0.166
H 2.054 -1.175 0.413 0.127
H 1.624 -0.240 -0.964 0.066
H 0.400 0.238 1.507 0.219
H -0.028 -1.206 0.468 0.197
H -0.451 1.821 -0.350 0.149
H -0.311 0.486 -1.431 0.168
H -3.011 -0.634 -0.618 0.128
```

#y
Below is an isolated ion of composition C2H8NO2 and charge +1, with properties calculated with ωB97M-V/def2-TZVPD.

structure (SMILES) = C[NH2+]COO
spin multiplicity = 1
LUMO = -3.62 eV
charge = +1

Geometry as XYZ:
```
13
Properties=species:S:1:pos:R:3:lowdin_charge:R:1
C -1.865 -0.147 -0.005 0.014
N -0.570 0.561 0.000 0.033
C 0.606 -0.340 0.010 -0.162
O 1.718 0.512 0.003 -0.120
O 2.870 -0.315 -0.006 0.032
H -1.938 -0.788 -0.882 0.116
H -1.958 -0.762 0.888 0.116
H -2.684 0.569 -0.025 0.115
H -0.501 1.177 0.823 0.200
H -0.490 1.169 -0.829 0.200
H 0.602 -0.968 0.914 0.162
H 0.605 -0.985 -0.881 0.161
H 3.604 0.319 -0.009 0.132
```

Which one is most stable, and which one is least stable? #w is the most stable of them, while #x is the least stable.

#w
Below is a single C14H17N3O2S molecule, with properties calculated with ωB97M-V/def2-TZVPD.

structure (SMILES) = CC(C)COC(=O)Nc1nnc(Cc2ccccc2)s1
spin multiplicity = 1
LUMO = 0.53 eV

Geometry as XYZ:
```
37
Properties=species:S:1:pos:R:3:lowdin_charge:R:1
C -4.097 -2.474 -0.004 -0.069
C -3.051 -1.390 -0.244 -0.401
C -1.638 -1.947 -0.091 -0.065
C -3.277 -0.233 0.733 -0.137
O -2.393 0.854 0.460 -0.089
C -2.832 1.802 -0.370 -0.564
O -3.936 1.882 -0.837 0.121
N -1.853 2.734 -0.636 0.142
C -0.544 2.712 -0.248 -0.573
N 0.301 3.613 -0.623 0.002
N 1.529 3.407 -0.162 0.001
C 1.656 2.365 0.570 -0.569
C 2.934 1.877 1.149 -0.142
C 3.307 0.589 0.455 -0.250
C 4.095 0.611 -0.687 -0.035
C 4.393 -0.565 -1.353 -0.079
C 3.898 -1.772 -0.888 -0.092
C 3.106 -1.799 0.246 -0.082
C 2.811 -0.624 0.915 -0.069
S 0.148 1.471 0.773 1.139
H -5.100 -2.080 -0.150 0.080
H -3.947 -3.298 -0.696 0.080
H -4.020 -2.858 1.011 0.082
H -3.173 -0.996 -1.259 0.144
H -0.898 -1.160 -0.212 0.049
H -1.511 -2.388 0.896 0.084
H -1.450 -2.714 -0.838 0.081
H -4.308 0.127 0.668 0.131
H -3.051 -0.540 1.756 0.141
H -2.117 3.501 -1.242 0.168
H 2.810 1.706 2.220 0.119
H 3.694 2.642 0.987 0.123
H 4.472 1.554 -1.055 0.117
H 5.009 -0.538 -2.240 0.103
H 4.128 -2.689 -1.410 0.100
H 2.715 -2.737 0.612 0.102
H 2.188 -0.647 1.798 0.107
```

#x
Below is a single C14H17N3O2S molecule, with properties calculated with ωB97M-V/def2-TZVPD.

structure (SMILES) = CCOCc1nnc(NC(=O)CCc2ccccc2)s1
spin multiplicity = 1
LUMO = 0.39 eV

Geometry as XYZ:
```
37
Properties=species:S:1:pos:R:3:lowdin_charge:R:1
C -5.472 -0.453 -0.798 -0.065
C -4.078 -0.399 -0.197 -0.282
O -3.935 0.847 0.469 -0.131
C -2.747 0.999 1.176 -0.232
C -1.519 1.093 0.331 -0.543
N -1.453 1.020 -0.942 0.018
N -0.232 1.092 -1.445 0.027
C 0.697 1.206 -0.555 -0.591
N 2.003 1.334 -0.923 0.121
C 3.210 1.019 -0.325 -0.477
O 4.220 1.179 -0.967 0.089
C 3.206 0.447 1.068 -0.104
C 3.169 -1.095 0.995 -0.124
C 1.859 -1.594 0.453 -0.262
C 1.671 -1.753 -0.914 -0.052
C 0.443 -2.144 -1.417 -0.076
C -0.613 -2.390 -0.556 -0.090
C -0.430 -2.253 0.809 -0.096
C 0.797 -1.856 1.310 -0.082
S 0.064 1.280 1.088 1.110
H -6.220 -0.351 -0.017 0.075
H -5.595 0.363 -1.504 0.079
H -5.617 -1.398 -1.313 0.074
H -3.317 -0.491 -0.981 0.100
H -3.938 -1.217 0.528 0.119
H -2.855 1.925 1.751 0.132
H -2.598 0.168 1.890 0.125
H 2.104 1.561 -1.909 0.165
H 2.370 0.816 1.659 0.052
H 4.140 0.750 1.543 0.128
H 3.327 -1.486 2.001 0.119
H 3.992 -1.430 0.359 0.125
H 2.493 -1.564 -1.590 0.121
H 0.307 -2.250 -2.482 0.108
H -1.574 -2.688 -0.948 0.102
H -1.247 -2.453 1.488 0.102
H 0.932 -1.740 2.376 0.115
```

Which one is most stable, and which one is least stable? #w is the most stable of them, while #x is the least stable.

#w
Below is a single C3H6N2S2 molecule, with properties calculated with ωB97M-V/def2-TZVPD.

structure (SMILES) = CN(S)/C=N\C=S
spin multiplicity = 1
LUMO = 0.20 eV

Geometry as XYZ:
```
13
Properties=species:S:1:pos:R:3:lowdin_charge:R:1
C 0.120 0.478 1.212 -0.120
N 0.919 0.227 0.011 -0.527
S 2.514 0.833 -0.071 0.816
C 0.414 -0.414 -1.077 -0.260
N -0.766 -0.874 -1.272 0.010
C -1.978 -0.560 -0.805 -0.758
S -2.648 0.949 -0.712 0.575
H -0.542 -0.371 1.368 0.082
H -0.495 1.359 1.072 0.051
H 0.770 0.578 2.074 0.073
H 3.146 -0.177 0.601 -0.113
H 1.155 -0.590 -1.848 0.110
H -2.611 -1.438 -0.552 0.062
```

#x
Below is a single C3H6N2S2 molecule, with properties calculated with ωB97M-V/def2-TZVPD.

spin multiplicity = 1
LUMO (spin up / spin down) = 0.01 / -0.58 eV

Geometry as XYZ:
```
13
Properties=species:S:1:pos:R:3:lowdin_charge:R:1
C -1.106 -0.510 0.305 -0.261
C -0.503 -1.435 -0.302 -0.002
C -0.323 0.800 0.609 -0.412
N 2.702 -0.628 0.389 -0.433
N -0.336 1.262 -1.944 -0.410
S 1.922 -0.472 -1.002 0.643
S 0.702 1.364 -0.753 0.660
H -2.104 -0.522 0.603 0.081
H -0.426 -2.505 -0.740 0.090
H -0.993 1.608 1.092 0.124
H 0.388 0.557 1.334 0.028
H 3.535 -1.084 0.222 -0.093
H 0.056 1.907 -2.680 -0.016
```

Which one is most stable, and which one is least stable? #w is the most stable of them, while #x is the least stable.

#w
Below is a single C3H6N2S2 molecule, with properties calculated with ωB97M-V/def2-TZVPD.

structure (SMILES) = C/N=C(/N)C(=S)S
spin multiplicity = 1
LUMO = -0.49 eV

Geometry as XYZ:
```
13
Properties=species:S:1:pos:R:3:lowdin_charge:R:1
C 1.302 0.642 -1.334 -0.093
N 1.259 0.158 0.035 -0.006
C 0.268 -0.360 0.513 -0.666
N 0.368 -1.112 1.648 0.071
C -1.215 -0.249 0.031 -1.169
S -1.878 -1.499 -0.708 0.696
S -2.147 1.249 0.416 0.661
H 0.297 0.643 -1.760 0.064
H 1.834 1.600 -1.252 0.078
H 2.114 -0.125 -1.561 0.113
H 1.326 -1.093 1.894 0.057
H -0.290 -0.467 2.509 0.221
H -3.239 0.613 -0.431 -0.027
```

#x
Below is a single C3H6N2S2 molecule, with properties calculated with ωB97M-V/def2-TZVPD.

structure (SMILES) = C/C(=N/N)SC=S
spin multiplicity = 1
LUMO = -0.53 eV

Geometry as XYZ:
```
13
Properties=species:S:1:pos:R:3:lowdin_charge:R:1
C -0.605 1.520 0.150 -0.152
C -0.620 0.085 0.221 -0.555
N -1.623 -0.624 -0.071 -0.076
N -1.528 -1.932 0.067 -0.038
S 1.024 -0.591 1.155 0.849
C 2.217 0.044 0.129 -1.110
S 3.734 -0.626 -0.076 0.549
H -1.324 1.924 -0.715 0.117
H -0.979 2.040 1.149 0.126
H 0.447 1.819 -0.384 0.093
H -2.022 -2.234 -0.726 0.049
H -0.570 -2.337 -0.431 0.154
H 1.849 0.911 -0.468 -0.007
```

#y
Below is a single C3H6N2S2 molecule, with properties calculated with ωB97M-V/def2-TZVPD.

spin multiplicity = 1
LUMO (spin up / spin down) = -0.13 / -0.13 eV

Geometry as XYZ:
```
13
Properties=species:S:1:pos:R:3:lowdin_charge:R:1
C 2.101 -1.191 -0.075 -0.563
C 1.124 1.122 0.584 -0.653
C -2.530 -0.190 -0.392 -0.377
N 1.007 -1.461 0.450 0.053
N 0.053 0.249 0.525 -0.450
S 2.645 0.549 -0.267 0.811
S -0.889 0.346 -0.841 0.857
H 2.725 -1.955 -0.635 0.093
H 0.860 2.121 0.105 0.091
H 1.414 1.337 1.574 0.051
H -3.191 0.622 -0.587 0.012
H -2.558 -0.532 0.633 0.044
H -2.761 -1.017 -1.074 0.032
```

Which one is most stable, and which one is least stable? #w is the most stable of them, while #x is the least stable.

#w
Below is a single C2H4ClNO molecule, with properties calculated with ωB97M-V/def2-TZVPD.

structure (SMILES) = O/N=C/CCl
spin multiplicity = 1
LUMO = -0.79 eV

Geometry as XYZ:
```
9
Properties=species:S:1:pos:R:3:lowdin_charge:R:1
O 2.315 -0.675 0.287 -0.101
N 1.005 -0.594 -0.476 0.097
C 0.137 0.072 0.434 -0.191
C -1.081 0.445 -0.175 -0.464
Cl -2.673 -0.765 0.112 0.315
H 2.816 -1.020 -0.436 0.050
H 0.213 0.478 1.473 0.137
H -1.124 0.564 -1.233 0.040
H -1.608 1.496 0.014 0.117
```

#x
Below is a 2-piece molecular cluster, C2H4ClNO overall, with properties calculated with ωB97M-V/def2-TZVPD.

spin multiplicity = 1
LUMO (spin up / spin down) = -0.04 / -0.04 eV

Geometry as XYZ:
```
9
Properties=species:S:1:pos:R:3:lowdin_charge:R:1
C -1.053 0.231 -0.111 -0.712
C 0.889 -0.962 0.211 -0.014
N 0.213 1.892 -0.374 -0.016
O -0.526 -0.900 -0.168 -0.139
Cl -2.721 0.190 -0.062 0.751
H 1.534 -0.335 -0.447 0.104
H 1.224 -1.939 0.040 0.067
H 0.849 -0.864 1.276 0.095
H -0.410 2.687 -0.364 -0.135
```

Which one is most stable, and which one is least stable? #w is the most stable of them, while #x is the least stable.